Entry 1:
Below is a molecular structure, C23H34CuN7PS4Sb, with properties calculated with ωB97M-V/def2-TZVPD.

Summary:
**Relative energy (zero: lowest compared OMol25 entry of this formula, charge and spin)**: 0.00 kcal per mole
**HOMO level**: -7.217 eV
**Lowest unoccupied orbital energy**: 0.383 eV

```
71
Properties=species:S:1:pos:R:3:forces:R:3
Cu 0.7865 0.5684 -0.6042 -0.06 0.04 -0.22
S 4.4187 0.8813 1.8056 0.14 0.01 0.01
Sb 4.5785 2.4177 0.1739 -0.11 -0.05 -0.02
S 2.6361 1.9641 -1.3634 0.00 0.16 0.04
S 2.3814 3.5946 -0.0389 0.02 -0.02 -0.05
C -1.0419 -2.8031 2.2681 -0.10 0.07 0.02
N -1.6897 -1.5072 2.3515 0.01 -0.17 0.08
C -1.7041 -0.7028 3.4861 0.01 -0.13 -0.08
C -2.4175 0.3954 3.1885 -0.07 -0.06 -0.15
N -2.8325 0.2452 1.8770 -0.13 0.09 -0.01
C -2.4005 -0.9266 1.3496 0.17 0.14 0.10
S -2.6944 -1.5022 -0.2058 -0.05 -0.10 0.15
H -1.5603 -3.5320 2.8902 -0.02 0.01 0.02
H -0.0061 -2.7165 2.5954 -0.01 0.00 0.02
H -1.0747 -3.1300 1.2328 -0.04 -0.03 0.04
H -1.1906 -0.9822 4.3885 -0.01 -0.02 -0.03
H -2.6544 1.2624 3.7775 0.00 -0.02 -0.03
H -3.3550 0.9113 1.3269 0.02 0.00 0.05
C 3.0416 -1.4360 -0.9189 -0.08 -0.06 -0.07
N 1.5861 -1.3211 -1.2152 -0.02 -0.21 0.16
C 0.8816 -2.4020 -0.4772 0.15 0.02 -0.08
N 1.3837 -3.7292 -0.8187 0.00 0.11 -0.07
C 2.8212 -3.7691 -0.5295 -0.01 0.05 0.01
N 3.5628 -2.7510 -1.2748 -0.07 0.03 -0.03
C 3.3296 -2.9670 -2.7046 -0.03 -0.01 0.03
N 1.9041 -2.8980 -3.0498 0.02 -0.01 0.10
C 1.4012 -1.5858 -2.6606 -0.01 -0.02 0.04
C 1.1980 -3.9173 -2.2625 0.02 0.04 0.01
H 3.2141 -1.2261 0.1371 0.00 -0.02 0.01
H 3.5668 -0.6735 -1.4927 0.03 0.03 -0.02
H -0.1833 -2.3375 -0.7037 0.01 0.03 -0.02
H 1.0170 -2.2296 0.5912 0.06 0.01 -0.06
H 3.2100 -4.7554 -0.7878 0.00 -0.01 -0.02
H 2.9725 -3.6024 0.5391 0.00 0.00 0.01
H 3.7106 -3.9510 -2.9814 0.01 -0.02 -0.01
H 3.8705 -2.2089 -3.2726 0.01 0.02 0.00
H 0.3347 -1.5284 -2.8830 -0.02 0.00 0.00
H 1.9280 -0.8100 -3.2202 0.00 0.01 -0.02
H 1.5727 -4.9019 -2.5452 0.01 -0.02 0.00
H 0.1321 -3.8675 -2.4903 -0.02 0.00 0.00
C -0.2426 2.8895 -2.9127 -0.02 0.02 0.03
P -0.8936 1.5575 -1.8397 0.07 -0.04 0.00
C -1.8145 0.5778 -3.0773 -0.04 -0.02 0.03
C -2.2344 2.4490 -0.9631 0.04 -0.01 0.05
C -1.9452 3.6559 -0.3211 0.00 -0.02 0.00
C -2.9145 4.3177 0.4200 0.00 -0.02 -0.01
C -4.1925 3.7842 0.5322 0.02 0.01 0.01
C -4.4946 2.5916 -0.1110 -0.01 0.01 0.00
C -3.5231 1.9281 -0.8525 -0.02 0.02 -0.11
H 0.3087 3.6232 -2.3257 0.00 0.01 0.02
H -1.0527 3.3787 -3.4555 0.01 0.01 -0.01
H 0.4650 2.4517 -3.6166 0.00 -0.02 -0.01
H -2.5105 1.2085 -3.6326 -0.01 -0.01 0.00
H -2.3536 -0.2357 -2.5925 0.05 0.04 -0.02
H -1.0948 0.1474 -3.7747 0.02 0.02 -0.01
H -0.9470 4.0790 -0.3848 -0.02 -0.01 -0.01
H -2.6706 5.2530 0.9083 0.00 -0.01 0.00
H -4.9509 4.3007 1.1071 0.01 -0.01 -0.01
H -5.4913 2.1725 -0.0407 0.01 0.01 -0.01
H -3.7723 0.9888 -1.3280 0.01 0.02 0.02
C 1.0274 1.5767 4.0986 0.01 0.01 0.04
C 1.5955 0.3939 3.6627 -0.06 -0.01 0.06
C 1.3978 0.0072 2.3496 -0.02 -0.07 -0.12
N 0.6674 0.7026 1.4745 -0.03 0.19 0.20
C 0.1114 1.8403 1.9156 0.08 -0.04 -0.03
C 0.2662 2.3120 3.2062 0.05 0.02 -0.02
H 1.1868 1.9257 5.1109 0.00 0.00 -0.01
H 2.2273 -0.2042 4.3046 -0.01 0.01 -0.01
H 1.8774 -0.8880 1.9743 -0.01 0.04 0.02
H -0.4754 2.3955 1.1968 0.03 -0.05 0.04
H -0.1921 3.2504 3.4888 0.00 0.00 0.00
```
Forces are in eV/Å.

Entry 2:
Below is 2 unconnected molecules or ions with the total composition C4H10N2O2 in a non-equilibrium geometry, with properties calculated with ωB97M-V/def2-TZVPD.

Summary:
**Relative energy (zero: lowest compared OMol25 entry of this formula, charge and spin)**: 6.67 kcal per mole
**HOMO level**: -9.429 eV
**Structure (SMILES)**: CC(N)=O.CC(N)=O
**Lowest unoccupied orbital energy**: 0.936 eV

```
18
Properties=species:S:1:pos:R:3:forces:R:3
C -1.2575 2.7539 -1.7443 -0.34 -0.01 0.36
C -0.5466 1.4412 -1.5369 0.11 0.02 0.28
O 0.5602 1.4032 -1.0180 0.01 0.03 -0.03
N -1.1584 0.3165 -1.9542 -0.58 -0.64 -0.59
H -0.7499 3.4919 -1.1431 0.47 0.31 -0.29
H -2.2723 2.7892 -1.3629 -0.34 -0.52 -0.04
H -0.6829 -0.5633 -1.8723 0.29 0.01 0.34
H -2.0699 0.2387 -2.3850 0.23 0.60 0.23
H -1.3063 3.0043 -2.7988 0.21 0.20 -0.11
C 0.9140 -2.5194 2.4700 0.81 0.68 -0.10
C 0.5551 -1.4119 1.5021 -0.06 0.03 -0.07
O -0.6029 -1.1826 1.1940 0.09 -0.01 0.09
N 1.5862 -0.7227 0.9468 0.06 0.42 -0.11
H 1.3700 0.1085 0.4117 -0.28 -0.10 -0.30
H 2.5533 -0.8251 1.1879 -0.05 -0.33 0.36
H 1.7929 -2.2630 3.0600 0.08 0.17 0.06
H 1.2167 -3.3818 1.8895 -0.37 -0.46 0.00
H 0.0983 -2.6775 3.1534 -0.36 -0.40 -0.07
```
Forces are in eV/Å.

Entry 3:
Below is 12 unconnected molecules or ions with the total composition C22H68O22S5 in a non-equilibrium geometry, with properties calculated with ωB97M-V/def2-TZVPD.

Summary:
**HOMO level**: -10.290 eV
**Structure (SMILES)**: CCOS(C)(=O)=O.CCOS(C)(=O)=O.CCOS(C)(=O)=O.CCOS(C)(=O)=O.CCOS(C)(=O)=O.CO.CO.CO.CO.CO.CO.CO
**Lowest unoccupied orbital energy**: -0.135 eV

```
117
Properties=species:S:1:pos:R:3:forces:R:3
O -29.0474 8.2574 32.0435 -0.95 -2.53 0.27
S -29.7253 6.9688 32.2546 0.74 -0.15 -1.03
O -30.9530 6.9356 33.0142 1.11 -0.16 -0.22
O -30.0415 6.3414 30.7577 -0.18 0.41 0.84
C -31.0101 5.2462 30.6898 -0.37 -0.47 0.66
C -32.4673 5.6565 30.5147 0.38 0.39 -0.23
C -28.4701 5.6444 32.8245 -0.69 1.41 -0.19
H -30.9035 4.6023 31.5628 0.02 0.27 0.40
H -30.7492 4.5632 29.8814 0.50 0.56 -0.34
H -33.0957 4.7721 30.6198 0.05 -0.05 -0.02
H -32.5991 6.0496 29.5066 -0.14 0.07 0.02
H -32.8075 6.4053 31.2300 0.20 -0.10 0.05
H -27.5035 5.9352 32.4130 -0.12 0.11 -0.14
H -28.7446 4.6617 32.4411 -0.29 0.23 0.10
H -28.4165 5.6685 33.9129 -0.20 -0.04 -0.09
O -18.3649 -0.2086 34.2850 -0.39 0.98 -0.26
S -18.7916 1.1427 33.9881 0.00 0.19 0.71
O -18.7758 2.1502 35.0593 0.03 -1.61 -2.46
O -17.8756 1.6862 32.7486 -0.98 1.69 2.62
C -17.4186 0.8936 31.7192 0.91 -1.47 -1.31
C -15.8612 0.8811 31.6811 -0.50 -0.03 0.09
C -20.4136 1.1227 33.1272 1.63 0.56 0.49
H -17.9296 1.2105 30.8100 0.49 0.56 -0.31
H -17.8106 -0.1189 31.8154 0.36 -0.33 0.36
H -15.4619 0.4986 30.7418 -0.26 -0.30 0.01
H -15.4976 0.2773 32.5126 -0.06 -0.20 -0.11
H -15.3678 1.8442 31.8122 -0.59 0.34 -0.01
H -20.4214 2.1025 32.6496 -0.43 0.06 0.19
H -21.1906 0.9925 33.8805 0.02 -0.16 -0.35
H -20.3204 0.3687 32.3457 -0.33 -0.21 0.33
O -26.1817 0.8328 30.0825 1.84 0.84 0.97
S -24.9905 1.4258 30.6929 -0.07 1.25 0.12
O -24.0385 0.6351 31.4647 -1.28 1.14 -1.46
O -24.1074 2.2034 29.5002 -0.55 -1.92 1.74
C -24.7747 3.0661 28.5973 0.30 1.44 -1.06
C -24.5914 2.6036 27.1419 -1.00 -0.28 0.98
C -25.4694 2.9782 31.6608 -0.48 -0.85 -0.17
H -24.3072 4.0412 28.7343 0.16 0.06 0.02
H -25.8133 3.2722 28.8560 -0.13 -0.58 0.01
H -25.0248 3.3250 26.4493 0.26 0.25 0.08
H -25.2243 1.7211 27.0480 0.41 -0.36 -0.30
H -23.5447 2.4023 26.9139 -0.16 -0.04 -0.02
H -24.7164 3.7626 31.5842 -0.03 -0.40 -0.36
H -25.6620 2.8100 32.7203 0.43 -0.75 0.00
H -26.4458 3.3008 31.2994 0.26 0.06 -0.55
O -27.0358 11.5287 38.0152 -0.32 -0.62 -1.43
S -27.7556 11.2138 36.8019 -1.48 1.37 -1.50
O -28.2180 12.2964 35.9058 1.11 -2.19 1.64
O -26.8429 10.1654 35.9316 0.51 1.29 2.25
C -27.3626 9.4880 34.8077 -0.23 0.16 -1.00
C -26.2090 8.7532 34.1012 -0.34 0.48 0.67
C -29.2362 10.2306 37.2751 1.40 -0.15 -0.14
H -27.7598 10.2427 34.1288 -0.36 -0.16 -0.09
H -28.1602 8.8598 35.2044 -0.01 -0.43 -0.58
H -26.5770 8.1367 33.2811 -0.07 -0.12 0.20
H -25.6444 8.1881 34.8428 -0.05 -0.32 -0.14
H -25.5213 9.4831 33.6742 -0.01 0.13 0.03
H -28.8114 9.3481 37.7534 -0.14 0.05 0.29
H -29.8303 9.8841 36.4295 0.06 0.53 -0.05
H -29.7799 10.8481 37.9901 0.01 -0.08 -0.21
O -21.3214 13.1340 34.2616 -0.46 -2.24 3.15
S -21.3774 12.2848 35.4871 -0.65 -0.01 0.39
O -21.2468 12.8475 36.8539 0.35 -1.00 -3.03
O -22.8346 11.4734 35.5233 1.71 2.05 -1.24
C -23.2020 10.6663 36.6431 -0.54 -1.01 -1.09
C -22.8508 9.2143 36.2833 0.11 -0.29 1.69
C -20.2183 10.7883 35.1909 -0.72 1.72 0.70
H -24.2907 10.7175 36.6350 0.01 0.30 0.23
H -22.8292 11.0593 37.5890 0.23 -0.18 -0.14
H -23.4399 8.5832 36.9487 -0.20 -0.16 0.04
H -21.8288 8.9535 36.5584 0.17 0.07 -0.37
H -23.0846 8.8890 35.2696 0.03 0.53 -0.09
H -20.7819 10.0516 34.6184 0.17 0.32 -0.11
H -19.9459 10.3938 36.1698 -0.11 0.08 -0.07
H -19.3432 11.2175 34.7029 -0.16 -0.23 -0.15
C -25.1971 4.6849 36.6193 0.43 -1.88 -0.59
O -25.4754 3.7662 35.5036 -0.59 1.24 0.65
H -26.0337 4.6479 37.3170 -0.13 0.14 -0.35
H -24.3582 4.2001 37.1186 0.22 0.55 0.38
H -24.9434 5.7048 36.3302 -0.16 -0.03 -0.19
H -24.7847 3.8792 34.8466 0.37 0.01 -0.04
C -20.4432 5.6652 35.3676 -1.16 0.38 -1.08
O -19.2038 6.3346 35.2207 -0.05 -0.19 0.64
H -20.6519 5.0790 34.4727 0.48 -0.74 0.29
H -20.5883 5.1219 36.3014 0.36 -0.25 -0.21
H -21.2773 6.3618 35.2837 -0.09 0.61 0.46
H -18.8019 6.2649 36.0897 0.43 0.21 -0.15
C -22.2802 10.5026 31.6157 0.29 1.02 -0.17
O -22.6680 9.2702 32.1648 -0.06 -0.67 0.52
H -22.1800 11.2958 32.3566 -0.19 -0.02 0.31
H -21.2890 10.3984 31.1744 -0.16 0.16 -0.55
H -23.0437 10.8224 30.9066 0.26 -0.08 -0.22
H -21.8405 8.8306 32.3740 -0.25 -0.42 0.20
C -27.0131 5.8762 29.5675 -0.68 1.37 -0.29
O -25.7626 5.7349 30.1317 0.90 -1.43 0.41
H -27.5622 4.9346 29.5670 0.10 0.01 -0.10
H -27.5810 6.6406 30.0978 -0.44 -0.21 0.37
H -26.9454 6.3290 28.5784 -0.08 -0.53 -0.60
H -25.3182 6.5851 30.1681 0.07 0.51 0.21
C -21.0968 3.4632 30.2558 0.22 -0.49 -1.70
O -20.8918 4.2143 31.4007 0.00 0.58 1.38
H -20.2551 2.7945 30.0755 0.06 -0.33 0.05
H -22.0162 2.8780 30.2737 0.05 0.23 0.33
H -21.1145 4.1430 29.4038 -0.33 -0.11 -0.35
H -20.1426 4.7860 31.2179 0.05 0.12 0.35
C -25.9795 9.1486 30.3961 -0.35 -0.20 -0.24
O -24.9529 8.1753 30.7366 -1.16 1.23 -0.58
H -25.6322 10.0995 29.9923 0.69 -0.03 0.24
H -26.6181 8.7715 29.5973 0.26 -0.52 0.02
H -26.6739 9.3687 31.2070 0.25 -0.16 0.33
H -24.4033 8.5517 31.4278 0.51 0.09 0.20
C -23.7498 5.8035 33.0301 0.21 -0.95 -0.20
O -23.0573 4.5205 33.2230 -1.40 1.42 0.40
H -24.7448 5.7071 33.4646 0.09 -0.12 0.32
H -23.2564 6.6675 33.4751 0.31 -0.18 0.29
H -23.9601 6.0679 31.9937 0.37 -0.36 -0.26
H -22.2864 4.4406 32.6565 0.35 0.29 -0.42
```
Forces are in eV/Å.

Entry 4:
Below is a single C3H7N3OS molecule in a non-equilibrium geometry, with properties calculated with ωB97M-V/def2-TZVPD.

Summary:
**Relative energy (zero: lowest compared OMol25 entry of this formula, charge and spin)**: 88.38 kcal per mole
**HOMO level**: -8.641 eV
**Structure (SMILES)**: C/C(=N\N)S/C=N\O
**Lowest unoccupied orbital energy**: 0.732 eV

```
15
Properties=species:S:1:pos:R:3:forces:R:3
C -1.4340 -0.4158 1.5016 -0.19 0.13 -0.99
C -0.7564 -0.3808 0.1359 -1.24 -0.07 -0.26
C 1.8957 -0.1922 -0.6150 -0.94 2.92 1.66
H -1.2171 0.4855 2.0628 0.14 0.14 0.22
H -2.5092 -0.4437 1.3014 0.02 -0.05 0.21
H -1.1560 -1.2948 2.0860 0.15 0.18 -0.16
H 2.6185 -0.5153 -1.3136 0.62 -0.27 -0.66
H 1.4602 2.2763 1.0278 -0.39 -0.45 -0.07
H -2.4257 1.3879 -0.0166 -0.56 -1.13 -1.79
H -2.5617 1.2531 -1.6900 -0.24 0.67 -0.84
N 2.0105 1.0396 -0.2010 0.62 -1.91 -1.03
N -1.2640 0.0514 -0.9549 -0.13 0.06 0.58
N -2.4926 0.7200 -0.8605 1.04 0.65 2.84
O 1.0993 1.4079 0.7725 0.21 0.43 0.11
S 0.6867 -1.3223 -0.1036 0.88 -1.30 0.17
```
Forces are in eV/Å.

| no. | Kohn-Sham gap (eV) |
| --- | --- |
| 1 | 7.599 |
| 2 | 10.365 |
| 3 | 10.155 |
| 4 | 9.373 |